Entry 1:
{
  "formula": "C6H11NO2",
  "method": "ωB97M-V/def2-TZVPD",
  "elements": ["C", "C", "C", "C", "C", "N", "C", "O", "O", "H", "H", "H", "H", "H", "H", "H", "H", "H", "H", "H"],
  "xyz": [[-0.043, 1.133, -0.495], [2.139, -0.337, -0.400], [-0.649, -1.308, 1.402], [-1.307, 0.372, -0.408], [0.798, -0.219, -1.067], [0.451, 1.623, 0.771], [-1.449, -0.808, 0.243], [-2.172, 0.764, -1.390], [0.523, -0.743, -2.114], [-2.829, 0.074, -1.546], [-0.106, 1.855, -1.319], [-0.285, 2.085, 1.293], [1.229, 2.257, 0.635], [-2.363, -1.359, 0.045], [2.067, -0.138, 0.664], [2.569, -1.316, -0.598], [2.800, 0.419, -0.824], [-1.307, -1.541, 2.242], [-0.145, -2.239, 1.135], [0.080, -0.575, 1.731]],
  "forces_ev_per_a": [[0.683, -2.110, -0.607], [-0.106, -0.906, 0.428], [0.162, -0.194, -0.224], [-1.116, -1.533, 0.214], [1.299, 3.265, -0.968], [0.080, 0.067, -0.134], [-0.953, 1.483, 0.353], [-0.130, 0.104, -0.097], [-0.266, -0.062, 0.770], [0.053, 0.039, 0.099], [0.099, -0.166, 0.172], [0.131, 0.052, -0.087], [-0.148, 0.071, 0.111], [-0.082, -0.037, -0.107], [0.071, -0.112, 0.066], [0.074, -0.027, 0.040], [-0.112, 0.123, -0.187], [-0.008, 0.040, 0.019], [0.161, -0.055, 0.092], [0.105, -0.040, 0.048]],
  "mulliken_charge": [-0.16, -1.33, -1.19, 0.52, 0.70, -0.52, -0.45, -0.50, -0.56, 0.31, 0.44, 0.23, 0.22, 0.30, 0.36, 0.35, 0.35, 0.38, 0.27, 0.26],
  "orbital_gap_ev": 8.889,
  "spin_multiplicity": 1,
  "charge": 0,
  "e_above_lowest_kj_mol": 234.14
}



Entry 2:
{
  "formula": "C10H12OSi",
  "method": "ωB97M-V/def2-TZVPD",
  "elements": ["C", "C", "C", "C", "C", "C", "C", "C", "C", "C", "O", "Si", "H", "H", "H", "H", "H", "H", "H", "H", "H", "H", "H", "H"],
  "xyz": [[-3.022, 0.557, -1.161], [2.097, 1.725, -0.253], [0.853, -2.916, -0.264], [-2.013, 0.279, -0.516], [1.174, 0.970, -0.083], [0.288, -1.932, 0.180], [-4.358, 0.801, -1.825], [3.086, 2.753, -0.645], [1.441, -4.124, -0.779], [-0.108, 0.793, 3.197], [-0.011, -0.214, 2.238], [0.001, -0.192, 0.614], [-5.082, 0.670, -1.005], [-4.456, 1.802, -2.192], [-4.426, -0.091, -2.547], [3.356, 2.787, -1.642], [2.734, 3.715, -0.492], [4.038, 2.538, -0.125], [2.533, -4.209, -0.505], [0.960, -4.947, -0.528], [1.357, -3.951, -1.889], [-0.286, 1.835, 2.677], [0.837, 0.904, 3.690], [-0.994, 0.448, 3.854]],
  "forces_ev_per_a": [[0.651, 0.078, 0.775], [0.313, 1.087, -1.186], [-1.016, 1.169, 1.359], [1.619, -0.064, 0.941], [0.042, -0.168, 0.574], [0.952, -0.260, -0.679], [1.446, -2.632, 1.055], [0.763, -2.356, 1.992], [3.318, 4.016, -2.587], [-2.160, 1.658, -0.612], [0.021, -0.415, -1.153], [-3.101, -0.557, -1.598], [-0.075, -0.048, -0.534], [0.015, 0.264, -0.742], [-0.496, 1.845, 0.602], [0.166, -0.720, -2.371], [-0.696, 1.875, 1.043], [-0.492, 0.500, 0.081], [-1.133, 0.115, -0.295], [-2.323, -3.826, 1.242], [0.391, -0.724, 0.801], [-0.108, -1.836, 1.176], [0.303, -0.203, 0.717], [1.601, 1.203, -0.600]],
  "mulliken_charge": [0.98, 1.00, 1.10, -1.18, -0.63, -0.79, -0.93, -1.27, -1.23, -0.57, -0.28, 0.42, 0.25, 0.29, 0.25, 0.36, 0.33, 0.28, 0.26, 0.37, 0.27, 0.27, 0.25, 0.21],
  "orbital_gap_ev": 9.559,
  "spin_multiplicity": 1,
  "charge": 0,
  "e_above_lowest_kj_mol": 441.71
}



| no. | HOMO energy (Eh) | maximum force (eV/A) | DFT total energy (hartree) |
| --- | --- | --- | --- |
| 1 | -0.297 | 3.6 | -440.3981 |
| 2 | -0.323 | 5.8 | -752.7829 |